Computed, not measured: a gas-phase ion, C2HClNO2 (charge -1), with ωB97M-V with the def2-TZVPD basis set.

XYZ file:
```
7
Properties=species:S:1:pos:R:3:mulliken_charge:R:1
H 0.669 1.278 1.750 0.215
N 0.566 1.155 0.742 -0.640
C 0.370 -0.118 0.254 0.464
Cl -0.076 -1.249 1.400 -0.207
C -0.329 -0.312 -1.122 0.502
O 0.397 -0.423 -2.120 -0.671
O -1.597 -0.331 -0.904 -0.663
```

The gap between HOMO and LUMO is 8.4 eV. Its total energy is -20198.2335 eV. The calculation puts the energy relative to the best compared isomer or geometry (same formula, charge and spin) at 1.906 eV. The SMILES is [H]/N=C(\Cl)C(=O)[O-]. As for the net charge: -1.